Density functional theory data (the ωB97M-V functional and the def2-TZVPD basis) for a structure of composition C27H36CuN5OSeSi at a distorted geometry.

Its total charge is -1. Its frontier orbital gap (spin up / spin down) is 6.3 / 5.5 eV. Its expectation value of S² is 0.754. The calculation puts the largest force on an atom at 1.47 eV/A. The spin multiplicity is 2.

Last column: Löwdin spin population.
Geometry (Å):
Cu: 0.947 -0.815 -0.977  0.641
N: 1.854 -0.745 0.851  0.087
C: 3.017 -1.523 0.944  0.001
C: 4.240 -0.949 1.270  0.005
C: 5.384 -1.723 1.360  -0.001
C: 5.310 -3.086 1.124  0.006
C: 4.099 -3.661 0.777  -0.001
C: 2.940 -2.898 0.666  0.007
C: 1.695 -3.498 0.154  0.015
C: 1.390 -4.822 0.473  0.005
C: 0.300 -5.466 -0.081  -0.004
C: -0.454 -4.809 -1.036  0.007
C: -0.157 -3.493 -1.346  0.023
C: 0.870 -2.783 -0.734  0.117
H: 1.967 0.216 1.162  0.001
H: 1.069 -1.154 1.354  -0.001
H: 4.281 0.117 1.445  0.000
H: 6.327 -1.263 1.624  0.000
H: 6.200 -3.697 1.179  0.000
H: 4.057 -4.719 0.547  0.000
H: 2.006 -5.336 1.197  0.001
H: 0.058 -6.478 0.219  0.000
H: -1.287 -5.298 -1.525  0.001
H: -0.740 -3.002 -2.111  0.005
Se: -0.181 0.486 2.991  0.001
C: -0.750 1.820 4.199  0.000
C: 0.126 2.813 4.617  0.000
C: -0.292 3.765 5.525  0.000
C: -1.586 3.737 6.023  0.000
C: -2.459 2.747 5.603  0.000
C: -2.048 1.796 4.693  0.000
H: 1.135 2.823 4.231  0.000
H: 0.398 4.530 5.856  0.000
H: -1.911 4.484 6.735  0.000
H: -3.469 2.710 5.994  0.000
H: -2.718 1.015 4.362  0.000
C: 0.263 3.296 -2.973  0.000
Si: 1.590 1.918 -2.840  0.007
C: 3.101 2.773 -2.033  0.001
C: 2.002 1.308 -4.612  0.002
O: 1.070 0.702 -1.985  0.055
H: 0.591 4.138 -3.575  0.000
H: 0.032 3.681 -1.983  0.000
H: -0.661 2.927 -3.413  0.000
H: 3.477 3.607 -2.618  0.000
H: 3.924 2.081 -1.877  0.000
H: 2.811 3.166 -1.062  0.000
H: 2.320 2.104 -5.277  0.000
H: 1.126 0.841 -5.055  0.000
H: 2.791 0.562 -4.591  0.000
C: -1.969 -0.316 -2.351  0.001
N: -1.575 -0.107 -0.963  0.015
C: -2.421 -0.926 -0.100  0.000
N: -3.843 -0.629 -0.287  0.000
C: -4.173 -0.842 -1.689  0.000
N: -3.379 -0.004 -2.583  0.000
C: -3.584 1.393 -2.211  0.000
N: -3.232 1.649 -0.822  0.001
C: -1.826 1.294 -0.626  0.001
C: -4.042 0.782 0.025  0.000
H: -1.806 -1.361 -2.620  0.000
H: -1.349 0.320 -2.986  0.000
H: -2.158 -0.731 0.942  0.000
H: -2.244 -1.982 -0.317  0.000
H: -5.235 -0.625 -1.851  0.000
H: -3.981 -1.894 -1.928  0.000
H: -4.639 1.649 -2.376  0.000
H: -2.957 2.018 -2.857  0.000
H: -1.569 1.458 0.423  0.000
H: -1.208 1.934 -1.254  0.000
H: -5.101 1.032 -0.109  0.000
H: -3.762 0.945 1.069  0.000